{"formula": "C5H8O2", "method": "ωB97M-V with the def2-TZVPD basis set", "homo_ha": [-0.2940, -0.2788], "lumo_ev": [0.756, 0.435], "gap_ev": [8.8, 8.0], "de_lowest_kj_mol": 525.5, "charge": 0, "molar_mass_g_mol": 100.117, "elements": ["O", "C", "C", "C", "C", "C", "O", "H", "H", "H", "H", "H", "H", "H", "H"], "positions_angstrom": [[1.644020, -0.958394, 1.082674], [1.445574, 0.233966, 0.455279], [2.146015, 0.718386, -0.566687], [-1.774257, 0.897353, 0.292873], [-1.721958, -0.613800, 0.470682], [-1.259064, -0.571984, -0.934538], [-1.416809, 0.732956, -1.043799], [2.394105, -1.406149, 0.666666], [0.592976, 0.763002, 0.883755], [1.873251, 1.678164, -0.989454], [2.990287, 0.190394, -1.005681], [-2.671921, 1.505442, 0.419101], [-1.015509, -1.068732, 1.171750], [-2.727979, -1.021420, 0.617635], [-0.498725, -1.079184, -1.520249]], "forces_ev_per_a": [[0.20, -0.11, -0.12], [-0.01, 0.28, -0.22], [-0.07, -0.05, 0.15], [-0.41, -0.08, -0.06], [0.03, -0.22, 0.31], [0.20, -0.78, -0.13], [0.04, 0.93, -0.29], [-0.10, 0.04, 0.11], [0.19, -0.05, -0.09], [0.03, -0.14, 0.07], [-0.11, 0.03, 0.10], [0.19, 0.00, 0.12], [-0.15, 0.10, -0.04], [0.12, 0.01, -0.01], [-0.13, 0.03, 0.10]]}